Entry 1:
Formula: C7H5NO2
Source: the OMol25 dataset
Level of theory: ωB97M-V/def2-TZVPD

```
! wB97M-V def2-TZVPD RIJCOSX def2/J DEFGRID3
* xyz 0 1
O -0.900 -1.348 2.822
N 0.097 -0.774 3.197
O 0.590 -0.871 4.302
C 0.771 0.100 2.297
C 0.404 0.175 0.954
C 0.045 0.213 -0.399
C -0.961 1.049 -1.035
C -0.950 0.744 -2.346
C 0.068 -0.266 -2.598
C 0.662 -0.599 -1.439
H 1.602 0.653 2.703
H -1.584 1.749 -0.512
H -1.583 1.142 -3.116
H 0.298 -0.654 -3.573
H 1.442 -1.312 -1.257
*
```

Kohn-Sham gap (spin up / spin down), eV: 8.3 / 8.3
SMILES: O=[N+]([O-])C=C=C1C=CC=C1
Lowest unoccupied orbital energy (spin up / spin down), Ha: -0.03679 / -0.03682
Electronic energy, eV: -12919.0853
Energy above the lowest of the compared OMol25 structures with the same formula, charge and spin, kJ/mol: 502.1

=====

Entry 2:
Formula: C7H5NO4
Source: the OMol25 dataset
Level of theory: ωB97M-V/def2-TZVPD

```
! wB97M-V def2-TZVPD RIJCOSX def2/J DEFGRID3
* xyz 0 1
C 1.316 0.336 1.816
C 0.603 0.014 0.352
C 1.593 -0.651 -0.446
C 1.158 -1.061 -1.676
C -0.169 -0.940 -2.066
C -0.618 0.125 -0.125
C -1.861 0.847 0.751
H -0.505 1.420 2.290
H 2.748 -0.752 0.219
H 1.922 -1.525 -2.289
H -0.657 -1.378 -3.183
H -2.801 0.660 -0.752
N -0.998 -0.325 -1.190
O 0.748 1.248 2.523
O 2.367 -0.064 2.025
O -3.038 0.605 0.044
O -1.809 1.440 1.708
*
```

Kohn-Sham gap, eV: 10.5
Lowest unoccupied orbital energy, Ha: 0.00291
Electronic energy, eV: -17016.0309
Energy above the lowest of the compared OMol25 structures with the same formula, charge and spin, kJ/mol: 438.5

=====

Entry 3:
Formula: C7H5NS
Source: the OMol25 dataset
Level of theory: ωB97M-V/def2-TZVPD

```
! wB97M-V def2-TZVPD RIJCOSX def2/J DEFGRID3
* xyz 0 1
C -1.682 -0.388 0.071
C -1.261 -1.705 0.019
C -0.533 0.403 0.026
C 0.577 -0.471 -0.040
C -0.225 1.819 0.016
C 1.059 2.105 -0.033
C 1.851 0.054 -0.039
N 0.085 -1.751 -0.044
S 3.387 -0.347 0.033
H -2.699 -0.058 0.131
H -1.850 -2.601 0.002
H -1.029 2.548 0.039
H 1.672 2.974 -0.058
H 0.647 -2.583 -0.121
*
```

Kohn-Sham gap, eV: 7.2
Lowest unoccupied orbital energy, Ha: -0.02322
Electronic energy, eV: -19662.0199
Energy above the lowest of the compared OMol25 structures with the same formula, charge and spin, kJ/mol: 315.5

=====

Entry 4:
Formula: C7H5O4
Source: the OMol25 dataset
Level of theory: ωB97M-V/def2-TZVPD

```
! wB97M-V def2-TZVPD RIJCOSX def2/J DEFGRID3
* xyz -1 3
C 1.633 -1.600 0.565
C 0.422 -1.141 0.263
C 2.768 0.376 -0.116
C 3.016 -1.056 -0.023
C 1.638 1.237 0.186
C -0.402 -0.111 0.114
C -1.866 -0.005 -0.261
O 4.038 -1.665 -0.175
O 1.857 2.441 0.379
O 0.273 1.034 0.326
O 3.972 1.094 -0.374
H 1.902 -2.188 1.340
H -2.494 -1.002 -0.220
H -1.797 0.388 -1.380
H -2.389 0.726 0.470
H 3.513 1.931 -0.537
*
```

Kohn-Sham gap (spin up / spin down), eV: 5.1 / 5.4
Lowest unoccupied orbital energy (spin up / spin down), Ha: 0.13850 / 0.08071
Electronic energy, eV: -15524.9837
Energy above the lowest of the compared OMol25 structures with the same formula, charge and spin, kJ/mol: 0.0

=====

Entry 5:
Formula: C7H6
Source: the OMol25 dataset
Level of theory: ωB97M-V/def2-TZVPD

```
! wB97M-V def2-TZVPD RIJCOSX def2/J DEFGRID3
* xyz 0 1
C -0.057 0.333 1.515
C -0.766 1.246 0.774
C -0.654 -1.360 -1.295
C 1.025 -0.235 0.685
C 0.942 0.597 -0.631
C -0.463 1.158 -0.576
C 0.280 -0.689 -0.624
H -0.201 0.174 2.569
H -1.551 1.672 1.289
H -1.263 -2.200 -1.067
H -0.900 -0.783 -2.232
H 2.020 -0.506 1.034
H 1.588 0.595 -1.440
*
```

Kohn-Sham gap, eV: 8.1
Lowest unoccupied orbital energy, Ha: 0.00029
Electronic energy, eV: -7349.2205
Energy above the lowest of the compared OMol25 structures with the same formula, charge and spin, kJ/mol: 412.8

=====

Entry 6:
Formula: C7H6
Source: the OMol25 dataset
Level of theory: ωB97M-V/def2-TZVPD

```
! wB97M-V def2-TZVPD RIJCOSX def2/J DEFGRID3
* xyz 0 1
C 2.257 -0.236 0.043
C 1.099 -0.761 -0.130
C 0.123 -1.599 -0.082
C -1.224 -1.620 -0.038
C -1.838 -0.290 -0.054
C -1.042 0.771 -0.064
C -0.305 1.850 -0.013
H 2.493 0.867 0.099
H 3.085 -0.889 -0.036
H -1.897 -2.400 -0.046
H -2.874 -0.335 0.282
H 0.078 2.472 -0.909
H 0.045 2.169 0.947
*
```

Kohn-Sham gap, eV: 8.2
SMILES: C=C=C=CC=C=C
Lowest unoccupied orbital energy, Ha: -0.00059
Electronic energy, eV: -7350.5609
Energy above the lowest of the compared OMol25 structures with the same formula, charge and spin, kJ/mol: 283.5

=====

Entry 7:
Formula: C7H6
Source: the OMol25 dataset
Level of theory: ωB97M-V/def2-TZVPD

```
! wB97M-V def2-TZVPD RIJCOSX def2/J DEFGRID3
* xyz 0 1
C -1.936 -0.349 0.009
C -1.756 0.876 0.056
C -0.382 1.447 0.081
C 0.465 0.288 -0.602
C 1.447 -0.567 0.147
C 0.165 -1.152 -0.193
C -1.100 -1.506 0.053
H -0.249 2.400 -0.498
H -0.042 1.697 1.269
H 0.895 0.582 -1.550
H 1.539 -0.403 1.181
H 2.383 -0.730 -0.394
H -1.431 -2.584 0.442
*
```

Kohn-Sham gap (spin up / spin down), eV: 8.6 / 8.6
SMILES: C1#CC[C@H]2CC2=C1
Lowest unoccupied orbital energy (spin up / spin down), Ha: 0.00786 / 0.00784
Electronic energy, eV: -7349.0488
Energy above the lowest of the compared OMol25 structures with the same formula, charge and spin, kJ/mol: 429.4

=====

Entry 8:
Formula: C7H6Br3N2
Source: the OMol25 dataset
Level of theory: ωB97M-V/def2-TZVPD

```
! wB97M-V def2-TZVPD RIJCOSX def2/J DEFGRID3
* xyz 1 1
C 1.551 2.991 -1.482
C 0.991 2.699 -0.444
C -1.423 -0.983 0.213
C -1.341 0.481 0.373
C 0.771 -0.893 0.803
C -0.012 -2.914 -0.350
C 0.321 2.232 0.726
N -0.236 -1.603 0.229
N -0.183 0.967 0.525
Br -2.984 -1.940 0.070
Br -3.004 1.380 0.405
Br 2.598 -1.168 0.465
H 2.010 3.193 -2.402
H 0.691 -3.518 0.236
H -0.878 -3.480 -0.651
H 0.450 -2.526 -1.264
H -0.483 2.972 1.177
H 1.161 2.109 1.371
*
```

Kohn-Sham gap (spin up / spin down), eV: 6.8 / 6.9
Lowest unoccupied orbital energy (spin up / spin down), Ha: -0.20869 / -0.21376
Electronic energy, eV: -220450.3947
Energy above the lowest of the compared OMol25 structures with the same formula, charge and spin, kJ/mol: 136.8

=====

> Number 4 is which compound?

C7H5O4